{
  "formula": "C46H39N10O4SW",
  "method": "ωB97M-V/def2-TZVPD",
  "total_charge": 3,
  "homo_ev": [-14.89, -15.05],
  "e_lumo_ev": [-9.588, -9.585],
  "fmax_ev_per_a": 3.4,
  "e_above_lowest_kcal_mol": 33.8,
  "spin_multiplicity": 1,
  "homo_lumo_gap_ev": [5.306, 5.463],
  "symbols": ["W", "C", "C", "N", "C", "C", "N", "C", "C", "C", "C", "C", "N", "C", "C", "N", "C", "C", "N", "C", "C", "C", "N", "C", "C", "H", "H", "H", "H", "H", "H", "H", "H", "H", "H", "H", "H", "C", "C", "C", "C", "C", "C", "C", "C", "C", "S", "C", "N", "H", "H", "H", "H", "H", "H", "H", "H", "O", "C", "O", "C", "C", "C", "C", "C", "C", "N", "C", "C", "C", "C", "C", "C", "N", "H", "H", "H", "H", "H", "H", "H", "H", "H", "H", "O", "C", "O", "C", "N", "C", "C", "C", "H", "H", "H", "H", "H", "H", "H", "H", "H"],
  "xyz": [[-0.092, -0.569, -0.446], [-4.020, -2.631, 0.116], [-2.846, -2.182, -0.442], [-2.106, -1.198, 0.119], [-2.660, -0.614, 1.205], [-3.866, -1.085, 1.741], [-4.525, -2.097, 1.227], [-1.883, 0.458, 1.783], [-2.369, 1.236, 2.818], [-1.566, 2.176, 3.451], [-0.272, 2.294, 2.939], [0.144, 1.545, 1.859], [-0.645, 0.614, 1.254], [1.496, 1.688, 1.322], [2.373, 2.716, 1.673], [3.610, 2.771, 1.214], [3.992, 1.823, 0.372], [3.112, 0.832, -0.041], [1.868, 0.770, 0.421], [-2.038, 2.956, 4.610], [-1.347, 4.083, 5.055], [-1.816, 4.766, 6.170], [-2.905, 4.396, 6.822], [-3.581, 3.334, 6.412], [-3.180, 2.579, 5.319], [-4.572, -3.448, -0.330], [-2.505, -2.620, -1.362], [-4.299, -0.646, 2.630], [-3.394, 1.103, 3.121], [0.426, 2.977, 3.398], [2.077, 3.523, 2.332], [5.011, 1.860, 0.007], [3.418, 0.075, -0.747], [-0.465, 4.450, 4.547], [-1.299, 5.639, 6.550], [-4.469, 3.069, 6.974], [-3.750, 1.696, 5.065], [2.817, -2.572, -1.378], [2.377, -1.583, -2.415], [2.928, -1.742, -3.700], [2.769, -0.770, -4.643], [2.077, 0.409, -4.303], [2.027, 1.512, -5.180], [1.368, 2.655, -4.818], [0.708, 2.714, -3.586], [0.726, 1.641, -2.720], [-0.146, 1.767, -1.211], [1.449, 0.468, -3.031], [1.577, -0.557, -2.102], [3.908, -2.554, -1.332], [2.531, -3.590, -1.652], [2.422, -2.334, -0.401], [3.501, -2.635, -3.907], [3.197, -0.878, -5.632], [2.545, 1.442, -6.129], [1.352, 3.515, -5.473], [0.163, 3.607, -3.303], [-4.321, 3.199, -6.460], [-3.635, 3.291, -5.326], [-3.337, 4.340, -4.833], [-3.173, 2.021, -4.653], [-3.449, 1.855, -3.298], [-2.809, 0.873, -2.575], [-1.857, 0.053, -3.191], [-1.641, 0.176, -4.563], [-2.300, 1.149, -5.291], [-1.101, -0.867, -2.407], [-0.798, -1.984, -2.985], [-0.275, -3.042, -2.178], [-0.198, -4.358, -2.625], [-0.056, -5.379, -1.706], [-0.036, -5.043, -0.356], [-0.025, -3.712, 0.005], [-0.067, -2.704, -0.878], [-4.535, 2.295, -6.721], [-4.137, 2.532, -2.809], [-3.023, 0.747, -1.525], [-0.903, -0.443, -5.062], [-2.088, 1.256, -6.348], [-1.089, -2.182, -4.011], [-0.304, -4.558, -3.683], [0.007, -6.413, -2.018], [-0.037, -5.808, 0.407], [0.012, -3.435, 1.048], [-0.241, -1.966, 2.601], [0.963, -1.852, 2.419], [1.533, -1.579, 1.290], [1.923, -2.121, 3.596], [3.338, -2.101, 3.075], [4.118, -1.077, 3.848], [3.052, -0.088, 4.292], [1.871, -0.999, 4.648], [1.673, -3.089, 4.023], [3.220, -1.820, 2.086], [3.793, -3.011, 3.101], [4.900, -0.646, 3.227], [4.578, -1.561, 4.708], [2.797, 0.593, 3.479], [3.388, 0.508, 5.137], [0.909, -0.492, 4.624], [2.010, -1.412, 5.647]],
  "forces_ev_per_a": [[2.608, 2.247, -0.097], [-0.148, 0.096, 0.133], [0.181, 0.029, -0.096], [-0.362, -0.166, 0.435], [0.053, -0.212, -0.286], [0.088, 0.093, -0.008], [-0.087, -0.098, -0.099], [0.153, 0.112, 0.157], [0.043, 0.015, -0.051], [-0.018, -0.131, -0.066], [-0.073, -0.038, 0.007], [0.008, -0.036, -0.063], [-0.179, 0.095, 0.579], [0.390, 0.045, -0.156], [-0.218, -0.133, 0.097], [0.229, 0.124, -0.075], [-0.120, 0.041, 0.110], [0.033, -0.318, -0.061], [-0.225, -0.038, 0.134], [-0.077, 0.132, 0.234], [0.051, 0.004, -0.066], [0.045, -0.181, -0.229], [-0.226, 0.278, 0.465], [0.219, -0.085, -0.275], [0.014, -0.068, -0.045], [0.042, 0.016, -0.087], [0.044, -0.070, 0.064], [0.107, 0.060, 0.000], [-0.012, -0.010, 0.067], [0.000, -0.036, -0.004], [-0.032, -0.060, 0.012], [-0.011, -0.029, -0.042], [0.010, 0.061, -0.014], [-0.028, 0.038, 0.011], [0.013, 0.003, -0.048], [0.016, -0.007, 0.010], [-0.016, -0.016, -0.028], [-0.109, -0.019, 0.009], [0.015, 0.125, 0.129], [-0.025, 0.041, -0.101], [0.024, -0.077, 0.044], [-0.064, -0.025, 0.229], [-0.047, 0.032, -0.076], [0.059, 0.025, -0.108], [-0.049, -0.154, 0.097], [0.120, -0.001, 0.252], [-0.853, -1.025, -0.100], [0.145, 0.246, -0.335], [-0.321, -0.253, 0.115], [0.003, -0.020, -0.055], [0.027, -0.001, -0.018], [-0.009, -0.012, 0.068], [0.057, 0.027, 0.024], [0.028, 0.020, 0.007], [-0.030, 0.007, -0.015], [-0.006, -0.020, -0.018], [0.002, -0.009, -0.024], [-0.088, 0.201, -0.310], [0.147, -0.155, 0.312], [-0.145, -0.017, -0.111], [0.129, 0.054, 0.027], [-0.029, 0.030, -0.103], [0.245, -0.367, 0.004], [-0.515, 0.867, -0.369], [0.232, -0.179, 0.226], [-0.178, 0.025, -0.070], [-0.041, -1.067, -0.650], [-0.508, 0.943, -0.030], [0.694, -1.016, 0.587], [-0.175, 0.757, -0.376], [0.136, -0.192, 0.670], [0.003, -0.386, -0.643], [0.249, 0.548, 0.458], [-0.682, -0.978, -0.560], [0.021, -0.072, 0.129], [0.004, -0.004, 0.010], [0.033, 0.071, 0.110], [0.058, 0.107, -0.025], [0.032, 0.038, 0.010], [-0.046, -0.059, 0.019], [-0.041, -0.035, 0.015], [-0.071, 0.009, -0.050], [0.075, 0.033, 0.039], [-0.087, 0.033, -0.086], [0.208, 0.168, 0.179], [0.026, -0.313, -0.292], [-1.033, 0.159, 0.106], [-0.479, 0.247, 0.053], [0.127, -0.092, -0.088], [0.122, 0.467, 0.238], [-0.101, -0.138, 0.031], [0.123, 0.083, 0.011], [0.127, -0.052, -0.067], [0.075, -0.023, 0.038], [-0.068, -0.050, 0.005], [-0.004, -0.111, -0.075], [-0.034, -0.129, -0.061], [0.006, -0.004, -0.055], [0.024, 0.004, -0.011], [-0.012, -0.042, 0.021], [-0.037, -0.032, -0.010]]
}